Below is a single C10H13N2OP molecule, with properties calculated with wB97M-V/def2-TZVPD.

Properties
E_LUMO (alpha / beta)	-0.43 / -0.55	eV
relative energy (zero: lowest compared OMol25 entry of this formula, charge and spin)	110.0	kJ/mol
orbital gap (alpha / beta)	6.572 / 6.354	eV
highest occupied orbital energy (alpha / beta)	-7.0 / -6.9	eV
2S+1	1

XYZ file:
```
27
Properties=species:S:1:pos:R:3:nbo_charge:R:1
C 2.9867 1.7310 2.2265 -0.25
C 1.6570 1.8684 2.5938 -0.19
C 3.3697 0.6510 1.4425 -0.20
C 0.7089 0.9574 2.1752 -0.29
C 2.4375 -0.2679 1.0190 -0.26
C 1.0902 -0.1270 1.3746 0.21
C -1.9004 -1.3928 0.2569 0.22
C -1.5124 -1.8752 -1.1589 -0.87
C -3.3510 -1.4469 0.5839 -0.64
C 0.6786 0.8601 -2.9137 -0.24
N -1.0508 -1.0095 1.1032 -0.20
N 0.2287 -1.0835 0.9378 -0.36
O -0.1960 0.0378 -2.1822 -0.81
P 0.1935 -1.4675 -1.6518 1.07
H 3.7136 2.4605 2.5483 0.21
H 1.3577 2.7040 3.2122 0.21
H 4.4074 0.5334 1.1631 0.21
H -0.3233 1.0541 2.4775 0.22
H 2.7138 -1.1024 0.3926 0.21
H -1.6235 -2.9635 -1.1654 0.25
H -2.2152 -1.4382 -1.8742 0.26
H -3.5228 -1.0564 1.5824 0.24
H -3.7089 -2.4759 0.5384 0.22
H -3.9214 -0.8577 -0.1344 0.21
H 1.1030 1.6261 -2.2624 0.19
H 0.0823 1.3393 -3.6914 0.19
H 1.4851 0.2923 -3.3801 0.18
```